DFT (wB97M-V/def2-TZVPD) results for a cluster of 2 separate species, C4H10N2O2 in total in a non-equilibrium geometry.

The energy above the lowest of the compared OMol25 structures with the same formula, charge and spin comes out at 53.55 kcal per mole. For the total energy, the calculation gives -11384.5805 eV. The HOMO-LUMO gap comes out at 10.432 eV. The calculation puts the LUMO energy at 0.9 eV.

XYZ file:
```
18
C4H10N2O2 (wB97M-V/def2-TZVPD)
H -2.177 -0.671 -1.451
O -0.061 -1.568 0.646
H -1.213 -3.941 -0.066
H 1.031 -0.051 0.718
H 0.949 3.846 0.578
H 2.243 3.344 -0.594
C -1.939 -3.031 -0.101
H -2.643 -3.042 -0.975
H -2.390 -3.327 0.828
H -0.795 0.194 -0.601
O 0.022 1.584 -0.736
H 2.621 0.568 1.077
C 1.067 1.768 -0.103
C 1.646 3.106 0.229
C -1.013 -1.734 -0.025
H 2.418 2.895 0.794
N -1.371 -0.757 -0.946
N 1.606 0.819 0.727
```